Record 1
# C20H24F2N4O2S

An isolated molecule of C20H24F2N4O2S at a distorted geometry (wB97M-V/def2-TZVPD, OMol25).

SMILES: CC(C)c1nc(CNC(=O)C[C@@H]2C(=O)NCCN2Cc2cccc(F)c2F)cs1
ΔE to the lowest compared entry with this formula, charge and spin: 10.7 kJ/mol
charge: 0
maximum force: 1.1 eV Å⁻¹
M: 422.5 g/mol
Kohn-Sham gap: 0.3358 hartree
2S+1: 1
HOMO: -0.3182 Ha

Element x y z (Å)
C: 5.5476 1.3476 -0.9607
C: 4.5729 0.2131 -0.6290
C: 5.1730 -0.7429 0.3981
C: 3.2917 0.7780 -0.1194
N: 2.8108 0.5965 1.0522
C: 1.6277 1.2350 1.2477
C: 0.9127 1.0886 2.5600
N: -0.5181 1.0048 2.3742
C: -1.1059 -0.1862 2.1269
O: -0.5660 -1.2581 2.2983
C: -2.5172 -0.0528 1.5710
C: -2.4124 0.4886 0.1101
C: -2.8101 1.9559 0.1428
O: -2.1234 2.7762 0.7356
N: -3.9640 2.3049 -0.4398
C: -4.8039 1.4357 -1.2294
C: -4.5590 -0.0137 -0.8236
N: -3.1339 -0.2526 -0.9022
C: -2.8009 -1.6706 -0.9983
C: -1.3180 -1.9192 -0.9563
C: -0.4430 -1.1947 -1.7586
C: 0.9213 -1.4047 -1.6945
C: 1.4435 -2.3490 -0.8277
C: 0.5830 -3.0927 -0.0428
F: 1.0792 -4.0407 0.7636
C: -0.7890 -2.8812 -0.1049
F: -1.6135 -3.6366 0.6386
C: 1.1821 1.9402 0.1725
S: 2.2844 1.8018 -1.1400
H: 5.7705 1.9225 -0.0647
H: 6.4762 0.9386 -1.3508
H: 5.1203 2.0152 -1.7058
H: 4.3577 -0.3351 -1.5551
H: 4.4617 -1.5223 0.6550
H: 5.4188 -0.2027 1.3077
H: 6.0762 -1.2000 0.0012
H: 1.1403 1.9338 3.2167
H: 1.2508 0.1626 3.0309
H: -0.9867 1.8409 2.0369
H: -2.9824 -1.0375 1.5785
H: -3.1052 0.6217 2.1950
H: -1.3534 0.4678 -0.1767
H: -4.1887 3.2905 -0.4200
H: -4.5682 1.5573 -2.2940
H: -5.8500 1.7090 -1.0681
H: -4.9622 -0.1960 0.1861
H: -5.0732 -0.6753 -1.5227
H: -3.1923 -2.0138 -1.9640
H: -3.2906 -2.2653 -0.2129
H: -0.8514 -0.4577 -2.4331
H: 1.5828 -0.8309 -2.3248
H: 2.5045 -2.5251 -0.7554
H: 0.2931 2.5308 0.0759

Results of the Mulliken charge analysis, in e, for atoms 1 through 2:
1 C -1.543
2 C 0.801


Record 2
# C28H68FN5O4

A cluster of 5 separate species, C28H68FN5O4 in total (wB97M-V/def2-TZVPD, OMol25).

SMILES: COC[C@H](F)OCON=O.CCN(CC)CC.CCN(CC)CC.CCN(CC)CC.CCN(CC)CC
charge: 0
maximum force: 0.8 eV Å⁻¹
M: 557.9 g/mol
Kohn-Sham gap: 0.2883 hartree
2S+1: 1
HOMO: -0.2993 Ha

Element x y z (Å)
C: -3.7464 -4.9143 2.2697
O: -4.3658 -4.2593 3.3523
C: -4.7765 -2.9595 3.0494
C: -6.1267 -2.9469 2.3788
F: -6.4490 -1.6446 2.0629
O: -7.0456 -3.4651 3.2576
C: -8.3063 -3.6994 2.6919
O: -8.9366 -4.6843 3.4856
N: -9.4170 -5.7320 2.6271
O: -10.5339 -5.5913 2.3870
H: -2.9272 -4.3342 1.8611
H: -3.3219 -5.8295 2.6509
H: -4.4399 -5.1833 1.4777
H: -4.9033 -2.4227 3.9801
H: -4.0520 -2.4094 2.4516
H: -6.1116 -3.5108 1.4490
H: -8.2005 -4.0668 1.6706
H: -8.9096 -2.8005 2.6776
C: -4.8659 -9.6172 -0.2296
C: -3.4963 -9.3979 -0.8544
N: -2.5514 -8.7591 0.0413
C: -1.3404 -8.3118 -0.6252
C: -0.4125 -9.3696 -1.2361
C: -2.3614 -9.4092 1.3267
C: -1.8782 -10.8662 1.3352
H: -5.2815 -8.6782 0.1386
H: -5.5494 -10.0210 -0.9773
H: -4.8330 -10.3277 0.5968
H: -3.6212 -8.7463 -1.7233
H: -3.1274 -10.3619 -1.2396
H: -0.7668 -7.7009 0.0773
H: -1.6450 -7.6265 -1.4229
H: 0.1614 -9.8970 -0.4759
H: 0.3067 -8.8854 -1.8998
H: -0.9580 -10.1036 -1.8295
H: -3.3086 -9.3631 1.8697
H: -1.6737 -8.7989 1.9175
H: -2.3941 -11.4757 0.5923
H: -2.0727 -11.3114 2.3129
H: -0.8069 -10.9440 1.1578
C: -1.3262 -1.7034 -1.6339
C: -2.5794 -0.9634 -1.1906
N: -2.4980 -0.4519 0.1642
C: -3.7740 0.0164 0.6789
C: -4.4305 1.2291 0.0086
C: -1.3499 0.3907 0.4477
C: -1.1603 1.6578 -0.3973
H: -1.0893 -2.5159 -0.9455
H: -1.4848 -2.1321 -2.6241
H: -0.4605 -1.0435 -1.7012
H: -3.4184 -1.6637 -1.2300
H: -2.7999 -0.1741 -1.9270
H: -3.6621 0.2214 1.7473
H: -4.4744 -0.8214 0.6192
H: -3.9427 2.1626 0.2855
H: -5.4705 1.3045 0.3321
H: -4.4334 1.1486 -1.0787
H: -0.4504 -0.2215 0.3462
H: -1.3794 0.6639 1.5052
H: -1.3392 1.4783 -1.4583
H: -0.1326 2.0128 -0.2959
H: -1.8092 2.4688 -0.0707
C: 2.0865 1.6242 -2.7988
C: 3.3943 2.3942 -2.8930
N: 3.2214 3.7610 -3.3441
C: 4.4716 4.4187 -3.6811
C: 5.4841 4.6620 -2.5556
C: 2.2738 4.5569 -2.5836
C: 2.5255 4.7371 -1.0793
H: 1.5572 1.6326 -3.7527
H: 2.2891 0.5855 -2.5332
H: 1.4263 2.0311 -2.0332
H: 4.0393 1.8842 -3.6133
H: 3.9077 2.3328 -1.9198
H: 4.2400 5.3730 -4.1619
H: 4.9583 3.8169 -4.4552
H: 5.1823 5.4848 -1.9102
H: 6.4506 4.9348 -2.9842
H: 5.6419 3.7760 -1.9400
H: 1.2830 4.1137 -2.7111
H: 2.2000 5.5396 -3.0556
H: 2.8232 3.8053 -0.5965
H: 1.6093 5.0779 -0.5918
H: 3.2907 5.4859 -0.8783
C: 8.0521 10.4478 -0.3118
C: 6.7145 9.7400 -0.1584
N: 6.8351 8.3809 0.3335
C: 5.6029 7.6209 0.2278
C: 4.3964 8.0707 1.0624
C: 7.5727 8.2241 1.5746
C: 7.0678 8.9752 2.8148
H: 8.7220 9.8785 -0.9575
H: 7.8979 11.4288 -0.7626
H: 8.5471 10.6057 0.6469
H: 6.2409 9.6947 -1.1427
H: 6.0588 10.3609 0.4730
H: 5.8194 6.5737 0.4575
H: 5.3063 7.6290 -0.8265
H: 4.5059 7.8064 2.1130
H: 3.4947 7.5711 0.7011
H: 4.2225 9.1446 0.9911
H: 8.6063 8.5272 1.3915
H: 7.6335 7.1568 1.8007
H: 6.7810 10.0023 2.5862
H: 7.8597 9.0181 3.5653
H: 6.2175 8.4774 3.2779

Results of the Mulliken charge analysis, in e, for atoms 1 through 2:
1 C -0.651
2 O -0.377


Record 3
# C4H7NO2

A cluster of 2 separate species, C4H7NO2 in total at a distorted geometry (wB97M-V/def2-TZVPD, OMol25).

ΔE to the lowest compared entry with this formula, charge and spin: 507.8 kJ/mol
charge: 0
maximum force: 1.9 eV Å⁻¹
M: 101.1 g/mol
Kohn-Sham gap (spin up / spin down): 0.2620 / 0.2640 hartree
2S+1: 1
HOMO (spin up / spin down): -0.3061 / -0.3098 Ha

Element x y z (Å)
O: 1.2106 -0.1662 -1.2985
C: 0.8349 0.0457 0.8344
C: 0.1088 1.2321 0.3439
N: -0.7217 0.6687 -0.6581
C: -1.0917 -0.6738 -0.3320
C: -0.0038 -1.1524 0.6224
O: 0.1387 -2.2599 1.0992
H: 1.9762 -0.6165 -0.9815
H: 1.5530 0.0765 1.6726
H: -0.5393 1.6799 1.1155
H: 0.8140 1.9877 -0.0150
H: -1.0851 1.1893 -1.4220
H: -1.1474 -1.3515 -1.1876
H: -2.0473 -0.6596 0.2065

Results of the Mulliken charge analysis, in e, for atoms 1 through 2:
1 O -0.508
2 C -0.479


Record 4
# C12H19O5P

An isolated molecule of C12H19O5P at a distorted geometry (wB97M-V/def2-TZVPD, OMol25).

SMILES: CCOP(=O)(OCC)[C@H](O)c1ccc(OC)cc1
ΔE to the lowest compared entry with this formula, charge and spin: 45.4 kJ/mol
charge: 0
maximum force: 1.5 eV Å⁻¹
M: 274.3 g/mol
Kohn-Sham gap: 0.3452 hartree
2S+1: 1
HOMO: -0.3182 Ha

Element x y z (Å)
C: -0.4527 -2.6956 -0.2479
C: 1.0356 -2.4964 -0.0073
O: 1.2576 -1.4945 0.9796
P: 1.9680 -0.0964 0.7368
O: 2.2805 0.5562 2.0065
O: 3.2203 -0.5856 -0.1618
C: 4.1890 0.2581 -0.7682
C: 4.6254 1.4199 0.1037
C: 0.9209 1.0053 -0.3583
O: 1.3525 2.3170 -0.0919
C: -0.5384 0.7992 -0.0748
C: -1.4660 0.7261 -1.1024
C: -2.8140 0.5453 -0.8382
C: -3.2527 0.4374 0.4769
O: -4.5459 0.2541 0.8549
C: -5.5368 0.1801 -0.1413
C: -2.3197 0.5163 1.5138
C: -0.9822 0.6974 1.2406
H: -0.8937 -1.8070 -0.6915
H: -0.9540 -2.8919 0.6959
H: -0.6031 -3.5410 -0.9142
H: 1.5499 -2.2333 -0.9345
H: 1.4790 -3.4156 0.3884
H: 5.0343 -0.4054 -0.9800
H: 3.7904 0.6325 -1.7192
H: 3.8055 2.1237 0.2222
H: 5.4671 1.9277 -0.3609
H: 4.9165 1.0579 1.0858
H: 1.1349 0.8262 -1.4167
H: 1.3529 2.4288 0.8699
H: -1.1371 0.8103 -2.1286
H: -3.5059 0.4918 -1.6639
H: -5.3729 -0.6717 -0.8094
H: -5.5845 1.1015 -0.7306
H: -6.4778 0.0442 0.3893
H: -2.6744 0.4302 2.5283
H: -0.2679 0.7468 2.0487

Results of the Mulliken charge analysis, in e, for atoms 1 through 2:
1 C -0.891
2 C -0.259


Record 5
# C19H30ClN5O6Os

A structure of composition C19H30ClN5O6Os (wB97M-V/def2-TZVPD, OMol25).

charge: +2
maximum force: 0.9 eV Å⁻¹
M: 650.2 g/mol
Kohn-Sham gap (spin up / spin down): 0.2442 / 0.1375 hartree
2S+1: 5
HOMO (spin up / spin down): -0.5055 / -0.5359 Ha

Element x y z (Å)
Os: 0.0631 -0.6101 0.0397
C: 2.0766 -2.1766 1.9687
C: 0.8492 -1.7697 2.7969
N: -0.0881 -0.7893 2.1361
C: -1.5468 -0.8674 2.5166
C: -2.4144 -1.3207 1.3475
N: -2.0424 -0.5126 0.1450
C: -2.7350 -0.8652 -1.1378
C: -2.0366 -1.9958 -1.8858
C: -0.7977 -1.6461 -2.7249
N: 0.2097 -0.7428 -2.0622
C: 1.6610 -0.9244 -2.4347
C: 2.4884 -1.4808 -1.2763
N: 2.1790 -0.6698 -0.0577
C: 2.8388 -1.0829 1.2288
H: 1.7998 -2.9382 1.2514
H: 2.7654 -2.6587 2.6642
H: 1.1632 -1.3114 3.7364
H: 0.2781 -2.6660 3.0334
H: 0.2347 0.1314 2.4282
H: -1.8403 0.1347 2.8379
H: -1.6805 -1.5384 3.3639
H: -3.4727 -1.1955 1.5846
H: -2.2159 -2.3668 1.1244
H: -2.2743 0.4599 0.3439
H: -2.7766 0.0500 -1.7314
H: -3.7597 -1.1598 -0.9059
H: -2.7567 -2.4325 -2.5803
H: -1.7946 -2.7747 -1.1704
H: -1.1008 -1.1536 -3.6507
H: -0.2884 -2.5706 -2.9868
H: -0.0432 0.2046 -2.3366
H: 2.0361 0.0611 -2.7188
H: 1.7525 -1.5727 -3.3054
H: 3.5538 -1.4427 -1.5110
H: 2.2019 -2.5044 -1.0630
H: 2.4827 0.2860 -0.2394
H: 2.9251 -0.1719 1.8248
H: 3.8483 -1.4295 1.0017
O: 0.8269 1.8155 0.9851
C: 0.1598 2.3963 0.1078
O: -0.5121 1.8674 -0.8062
C: 0.1612 3.9157 0.1269
C: 1.1986 4.6287 0.7364
C: 1.1764 5.9993 0.7044
C: 0.0943 6.6956 0.0643
C: -0.9323 5.9689 -0.5258
C: -0.9292 4.6065 -0.5196
N: -2.0550 6.6994 -1.1731
O: -1.9863 7.9028 -1.1506
O: -2.9241 6.0154 -1.6553
H: 1.9951 4.0861 1.2252
H: 1.9645 6.5830 1.1613
H: 0.0666 7.7784 0.0364
H: -1.7235 4.0431 -0.9902
Cl: 1.8899 -5.5460 0.7184
C: 0.4088 -5.2689 -0.2468
C: -0.2310 -3.9683 0.2207
O: -1.1334 -3.9865 1.0414
O: 0.2899 -2.8918 -0.2906
H: -0.2612 -6.1048 -0.0766
H: 0.7135 -5.2218 -1.2883

Results of the Mulliken charge analysis, in e, for atoms 1 through 2:
1 Os 3.346
2 C 0.281


Among the records above, which one has the lowest maximum force? C28H68FN5O4


What is the charge in the fourth record? 0